A 2-piece molecular cluster, C2H7N2O overall. Source: the Open Molecules 2025 dataset; level of theory: ωB97M-V with the def2-TZVPD basis set.

* LUMO: -5.65 eV
* HOMO energy: -14.45 eV
* relative energy (zero: lowest compared OMol25 entry of this formula, charge and spin): 50.3 kcal/mol
* charge: +1

Structure (XYZ):
```
12
Properties=species:S:1:pos:R:3:forces:R:3
O 0.092 -0.957 0.475 2.7 -0.5 -0.9
N -1.334 1.245 -0.679 -1.5 2.3 -1.6
N 2.303 -0.448 0.307 -2.6 1.3 -1.1
C -2.249 0.394 -0.435 2.2 -1.0 1.6
C 1.319 -1.306 0.515 -2.7 0.7 1.8
H 3.231 -0.570 0.623 0.9 0.1 0.1
H -1.802 -0.646 -0.342 -1.2 1.1 0.4
H -0.414 1.032 -0.477 2.6 -1.5 -0.5
H 1.592 -2.239 0.970 0.1 -0.9 -0.3
H 1.817 0.443 0.084 1.8 -0.4 0.3
H -1.465 2.196 -1.075 -0.5 -0.5 1.2
H -3.090 0.856 0.033 -1.9 -0.5 -1.1
```
Forces are in eV/Å.

An isolated ion of composition C2H7N2O and charge +1. Source: the Open Molecules 2025 dataset; level of theory: ωB97M-V with the def2-TZVPD basis set.

* LUMO (alpha / beta): -3.93 / -7.80 eV
* HOMO energy (alpha / beta): -13.38 / -15.57 eV
* multiplicity: 3
* relative energy (zero: lowest compared OMol25 entry of this formula, charge and spin): 18.8 kcal/mol
* ⟨S²⟩: 2.01
* charge: +1

Structure (XYZ):
```
12
Properties=species:S:1:pos:R:3:forces:R:3
O 0.958 -0.914 2.395 1.3 -0.5 3.1
N 0.147 -0.669 0.947 -1.4 0.2 -3.0
N 0.936 0.851 -0.625 3.6 -1.0 1.9
C 0.027 0.008 -0.274 -1.1 -1.2 2.7
C -1.173 -0.057 -1.049 1.3 3.2 -3.3
H -0.935 -0.243 -2.131 -0.2 0.3 0.9
H 0.863 1.455 -1.425 0.1 0.0 -0.3
H -1.898 -0.670 -0.781 -2.9 -3.2 1.6
H -0.548 -1.321 1.402 0.5 0.8 -2.2
H 1.375 -0.077 2.619 0.7 0.5 0.1
H 1.877 0.696 -0.116 -1.9 1.0 -1.3
H -1.629 0.942 -0.962 0.1 0.0 -0.4
```
Forces are in eV/Å.

An isolated ion of composition C2H7N2O and charge +1. Source: the Open Molecules 2025 dataset; level of theory: ωB97M-V with the def2-TZVPD basis set.

* LUMO (alpha / beta): -3.78 / -9.05 eV
* HOMO energy (alpha / beta): -10.41 / -16.72 eV
* multiplicity: 3
* relative energy (zero: lowest compared OMol25 entry of this formula, charge and spin): 48.4 kcal/mol
* ⟨S²⟩: 2.01
* charge: +1

Structure (XYZ):
```
12
Properties=species:S:1:pos:R:3:forces:R:3
O -1.690 -0.957 -1.297 1.7 0.4 0.6
N -0.338 -0.829 -0.783 -2.7 -2.7 -5.8
N -0.869 0.950 0.476 -3.1 3.1 0.2
C -0.021 0.022 0.115 6.6 2.3 6.7
C 1.347 0.062 0.828 0.4 -4.3 -4.5
H -0.630 1.780 1.044 -0.3 -0.6 -0.7
H -1.723 0.840 -0.030 -1.3 0.9 0.3
H 1.592 -0.982 1.132 -0.2 0.7 0.7
H 1.504 0.756 1.568 -0.1 1.5 1.7
H 0.352 -1.506 -1.040 0.0 -1.0 -0.7
H -1.678 -0.297 -2.040 -0.1 -0.8 0.4
H 2.154 0.161 0.025 -0.8 0.5 0.9
```
Forces are in eV/Å.

An isolated ion of composition C2H7N2O2 and charge +1. Source: the Open Molecules 2025 dataset; level of theory: ωB97M-V with the def2-TZVPD basis set.

* LUMO: -3.65 eV
* SMILES: N[C@@H](O)/[NH+]=C/O
* HOMO energy: -15.22 eV
* relative energy (zero: lowest compared OMol25 entry of this formula, charge and spin): 23.8 kcal/mol
* charge: +1

Structure (XYZ):
```
13
Properties=species:S:1:pos:R:3:forces:R:3
O -2.025 0.115 -1.740 -0.7 0.1 -1.2
O 1.875 -0.549 0.265 0.3 -0.3 -0.1
N -0.016 0.423 -0.682 0.3 0.0 -0.1
N -0.134 -0.503 1.427 0.6 -0.3 1.0
C 0.771 0.191 0.595 -0.3 0.6 0.1
C -1.248 0.063 -0.732 -0.1 0.1 0.2
H -1.664 0.443 -2.586 0.1 -0.1 0.3
H 0.495 0.772 -1.489 -0.2 -0.1 0.0
H 2.658 -0.030 0.045 -0.1 0.1 0.1
H -0.018 -1.506 1.308 0.0 0.0 0.0
H -1.694 -0.316 0.189 0.1 0.2 -0.3
H -0.005 -0.293 2.408 0.1 0.1 0.0
H 1.003 1.190 0.992 0.0 -0.3 0.0
```
Forces are in eV/Å.

A 2-piece molecular cluster, C2H7N2O2 overall. Source: the Open Molecules 2025 dataset; level of theory: ωB97M-V with the def2-TZVPD basis set.

* LUMO: -3.59 eV
* HOMO energy: -14.47 eV
* relative energy (zero: lowest compared OMol25 entry of this formula, charge and spin): 23.7 kcal/mol
* charge: +1

Structure (XYZ):
```
13
Properties=species:S:1:pos:R:3:forces:R:3
O 0.725 -0.457 -0.059 -0.5 1.2 0.5
O -2.633 -1.009 0.104 -1.1 -0.4 0.4
N 2.851 -0.503 0.082 1.8 -0.4 0.2
N -1.365 0.867 -0.164 -2.3 1.2 0.3
C -2.471 0.275 0.131 -0.1 -1.0 -0.9
C 1.758 0.224 0.106 -0.2 -4.5 -1.4
H -2.005 -1.723 -0.021 1.2 0.4 -0.2
H 2.730 -1.509 0.042 -0.1 0.3 -0.1
H 3.778 -0.170 -0.124 0.0 0.4 0.4
H -1.186 1.871 -0.120 -0.6 -0.4 0.0
H 1.905 1.245 0.153 -0.3 2.4 0.2
H -0.601 0.261 -0.413 1.7 -0.6 0.2
H -3.486 0.629 0.284 0.5 1.4 0.4
```
Forces are in eV/Å.

A 2-piece molecular cluster, C2H7N2OS overall. Source: the Open Molecules 2025 dataset; level of theory: ωB97M-V with the def2-TZVPD basis set.

* LUMO: -4.17 eV
* HOMO energy: -13.96 eV
* relative energy (zero: lowest compared OMol25 entry of this formula, charge and spin): 66.3 kcal/mol
* charge: +1

Structure (XYZ):
```
13
Properties=species:S:1:pos:R:3:forces:R:3
S -1.065 1.383 -1.896 -0.1 0.1 -0.3
O -1.206 -2.329 0.768 0.5 0.0 -0.2
N -0.914 -1.085 0.195 -0.7 -0.4 0.2
N 1.222 -0.881 1.072 0.2 -0.7 0.6
C 0.310 1.366 -0.882 -0.2 -2.5 1.4
C 0.230 -0.502 0.329 0.0 2.7 -1.7
H -2.017 -2.256 1.298 0.1 0.4 -0.1
H 0.361 2.055 -0.057 0.1 0.1 0.1
H 1.182 -1.751 1.598 0.0 0.2 -0.1
H 1.238 1.127 -1.381 0.1 0.0 0.0
H -1.569 -0.789 -0.527 0.2 0.0 0.0
H -1.878 2.055 -1.071 0.0 0.1 0.1
H 2.074 -0.347 1.129 -0.1 0.0 -0.1
```
Forces are in eV/Å.

A 2-piece molecular cluster, C2H7N2S3 overall. Source: the Open Molecules 2025 dataset; level of theory: ωB97M-V with the def2-TZVPD basis set.

* LUMO: -4.52 eV
* HOMO energy: -11.75 eV
* relative energy (zero: lowest compared OMol25 entry of this formula, charge and spin): 27.6 kcal/mol
* charge: +1

Structure (XYZ):
```
14
Properties=species:S:1:pos:R:3:forces:R:3
S 2.139 1.869 0.226 0.3 -0.1 0.2
S -0.659 0.162 -0.792 1.1 0.3 -0.9
S -3.216 1.179 0.220 -0.1 -0.2 0.2
N 2.613 -0.707 0.440 -0.1 0.5 -0.3
N -2.081 -0.154 -0.013 -1.3 -0.6 0.8
C 2.228 0.270 -0.339 0.2 0.0 0.5
C -2.435 -1.301 0.468 -0.1 0.6 -0.2
H -1.774 -2.145 0.383 0.2 0.0 -0.1
H -3.399 -1.405 0.938 -0.2 0.0 0.0
H 2.808 -0.548 1.422 0.0 -0.1 -0.1
H 2.703 -1.650 0.086 -0.1 0.1 0.0
H 1.718 2.418 -0.916 -0.1 -0.1 -0.2
H 2.042 0.066 -1.384 0.0 -0.2 0.0
H -2.687 1.948 -0.738 0.1 -0.1 -0.1
```
Forces are in eV/Å.

An isolated ion of composition C2H7N2S3 and charge +1. Source: the Open Molecules 2025 dataset; level of theory: ωB97M-V with the def2-TZVPD basis set.

* LUMO: -3.90 eV
* HOMO energy: -14.31 eV
* relative energy (zero: lowest compared OMol25 entry of this formula, charge and spin): 22.0 kcal/mol
* charge: +1

Structure (XYZ):
```
14
Properties=species:S:1:pos:R:3:forces:R:3
S -2.035 2.376 0.073 2.6 0.4 -2.1
S 0.266 1.002 1.828 0.8 0.4 1.5
S -0.246 -1.287 -1.722 1.6 0.4 0.5
N -1.257 0.819 -0.282 -0.2 1.9 -0.8
N 0.554 -0.612 -0.248 -3.2 0.5 -2.0
C -0.129 0.399 0.327 -0.5 -1.7 -1.7
C 1.600 -1.410 0.283 2.5 0.0 -0.2
H -0.782 1.857 1.771 0.2 0.1 0.3
H 1.343 -2.528 0.186 0.2 1.8 1.1
H 0.631 -0.655 -2.554 -0.4 -0.3 0.1
H -2.777 1.682 0.763 -3.1 -1.3 2.4
H 2.482 -1.292 -0.484 -1.2 -0.1 1.9
H -1.469 0.531 -1.244 0.5 -0.2 0.7
H 1.819 -0.882 1.304 0.2 -2.0 -1.6
```
Forces are in eV/Å.